Record 1
ORCA calculation (wB97M-V/def2-TZVPD) on a cluster of 2 separate species, C4H11NO in total.

```
17
C4H11NO (wB97M-V/def2-TZVPD)
C -1.2074 -1.7622 0.2225
C -1.1297 -2.1209 1.5007
C -2.0150 -1.4609 2.5950
H -0.8669 -2.4800 -0.5098
H -1.4664 -0.7215 0.0835
H -0.5033 -2.9235 1.8894
H -2.7596 -2.1809 2.9256
H -1.3399 -1.0721 3.3472
H -2.5738 -0.7025 2.0513
N 1.5799 2.8233 -1.8144
C 1.8024 1.4426 -1.3908
O 2.2219 0.6887 -2.5488
H 2.2749 3.5100 -1.5470
H 0.6671 3.2085 -1.6375
H 2.5172 1.3848 -0.5806
H 0.7742 1.0760 -1.3122
H 2.0244 1.2905 -3.2741
```

The gap between HOMO and LUMO comes out at 10.251 eV. The energy above the lowest of the compared OMol25 structures with the same formula, charge and spin is 59.03 kcal per mole.

***

Record 2
ORCA calculation (wB97M-V/def2-TZVPD) on a cluster of 2 separate species, C4H11NO in total.

```
17
C4H11NO (wB97M-V/def2-TZVPD)
C 1.6553 -2.2555 0.0397
C 2.2746 -1.1212 0.3652
O 1.8794 0.0942 0.0267
H 1.8725 -3.2483 0.4009
H 0.5802 -2.2291 -0.1247
H 3.2742 -1.1207 0.7876
H 1.2143 0.5308 -0.5303
C -1.7998 0.5705 0.8302
C -1.0439 1.4889 -0.1292
N -0.6057 0.7358 -1.2883
H -1.2219 -0.3200 1.0507
H -2.0691 1.2106 1.6725
H -2.7708 0.2791 0.4195
H -1.6110 2.3949 -0.2952
H -0.1706 1.8446 0.4179
H -0.3749 1.2602 -2.1179
H -1.0827 -0.1149 -1.5252
```

The gap between HOMO and LUMO comes out at 9.496 eV. The energy above the lowest of the compared OMol25 structures with the same formula, charge and spin is 53.59 kcal per mole.

***

Record 3
ORCA calculation (wB97M-V/def2-TZVPD) on a cluster of 2 separate species, C4H11NO in total.

```
17
C4H11NO (wB97M-V/def2-TZVPD)
C 1.9241 0.1729 2.1901
C 1.1690 -0.4322 1.0308
N 1.9207 -0.8179 -0.0442
O -0.0465 -0.3505 0.9946
H 1.2986 0.2874 3.0620
H 2.1890 1.1663 1.8060
H 2.8271 -0.3979 2.3768
H 1.4913 -1.2972 -0.7984
H 2.8580 -0.4736 -0.1831
C -2.3566 0.5791 -0.7519
C -1.5603 -0.1522 -1.7721
H -1.8332 0.9481 0.1194
H -2.6457 1.5553 -1.2123
H -3.3765 0.2605 -0.5316
H -0.4759 -0.0559 -1.6782
H -1.7140 0.2441 -2.7811
H -1.6692 -1.2364 -1.8268
```

The gap between HOMO and LUMO comes out at 10.599 eV. The energy above the lowest of the compared OMol25 structures with the same formula, charge and spin is 15.43 kcal per mole.

***

Record 4
ORCA calculation (wB97M-V/def2-TZVPD) on a cluster of 2 separate species, C4H11NO in total.

```
17
C4H11NO (wB97M-V/def2-TZVPD)
C 2.7528 2.2935 -1.2114
C 2.5958 1.2058 -0.3666
N 3.1934 3.4748 -0.8603
H 2.3201 2.3107 -2.2052
H 1.8695 0.4733 -0.6928
H 2.9472 1.2306 0.6567
H 3.3084 3.6826 0.1280
H 2.6419 4.1753 -1.3544
H -2.5489 -2.7093 -1.3598
C -2.5586 -1.6794 0.2315
O -1.8514 -2.3128 -0.8377
C -2.2371 -2.2453 1.6204
H -3.6042 -1.9873 0.1617
H -2.3837 -0.6049 0.2484
H -2.9489 -1.9091 2.3656
H -1.1969 -2.0635 1.9001
H -2.2995 -3.3351 1.5757
```

The gap between HOMO and LUMO (alpha / beta) comes out at 8.020 / 4.530 eV. The multiplicity is 2. As for the charge: +1. As for the expectation value of S²: 0.76. The energy above the lowest of the compared OMol25 structures with the same formula, charge and spin is 46.95 kcal per mole.

***

Record 5
ORCA calculation (wB97M-V/def2-TZVPD) on a cluster of 3 separate species, C4H11NO2 in total.

```
18
C4H11NO2 (wB97M-V/def2-TZVPD)
C 1.0362 -0.1367 -1.8598
N 0.8304 -0.2830 -0.6281
C 0.4990 0.8763 0.1281
C -0.7458 1.3293 0.1991
C 1.6723 1.4755 0.8487
H 1.3487 -0.9974 -2.4426
H 0.8689 0.8231 -2.3520
H -1.5668 0.8117 -0.2773
H -0.9690 2.2158 0.7796
H 2.3978 1.8743 0.1387
H 1.3181 2.2694 1.4994
H 2.1647 0.7177 1.4598
O -0.5606 -2.2024 1.1344
H -0.4719 -2.1530 2.0973
H 0.1075 -1.5807 0.7980
O -2.6315 -1.3341 -0.7066
H -1.9512 -1.7254 -0.1311
H -3.3465 -1.9806 -0.6855
```

The gap between HOMO and LUMO comes out at 10.027 eV. The energy above the lowest of the compared OMol25 structures with the same formula, charge and spin is 39.80 kcal per mole.

***

Record 6
ORCA calculation (wB97M-V/def2-TZVPD) on a cluster of 3 separate species, C4H11NO2 in total.

```
18
C4H11NO2 (wB97M-V/def2-TZVPD)
C 1.8478 2.3023 0.3692
C 1.8614 0.9668 -0.0761
C 0.7524 -0.0609 0.2789
C -0.1146 -0.3105 -0.7609
N 0.8273 -0.6921 1.4838
H 2.8430 2.7807 0.3594
H 0.9428 2.8947 0.7351
H 2.4707 0.5419 -0.9631
H -0.1020 0.1813 -1.7291
H -1.0099 -1.0243 -0.6496
H 0.2521 -1.5410 1.5954
H 1.5419 -0.4781 2.1670
O -2.4063 -4.3853 2.1858
H -1.6660 -4.4112 2.7199
H -1.9884 -4.3756 1.2516
O -1.8432 2.8462 -3.1606
H -2.7998 2.7967 -2.7578
H -1.4092 1.9685 -3.0490
```

The gap between HOMO and LUMO comes out at 8.532 eV. The energy above the lowest of the compared OMol25 structures with the same formula, charge and spin is 86.27 kcal per mole.

***

Record 7
ORCA calculation (wB97M-V/def2-TZVPD) on a cluster of 2 separate species, C4H11NO2 in total.

```
18
C4H11NO2 (wB97M-V/def2-TZVPD)
C 2.5564 -1.0817 -0.0210
C 1.7878 0.2322 -0.1720
C 0.2769 -0.0790 -0.1245
C -0.6197 1.1562 -0.1374
N -0.0257 2.2745 -0.7071
O -1.7761 1.2132 0.1956
H 2.1549 -1.7182 0.7966
H 3.6182 -1.0272 0.2235
H 2.4404 -1.7114 -0.9041
H 2.1407 0.8333 0.6679
H 2.0867 0.7641 -1.0756
H -0.0204 -0.5796 -1.0475
H 0.0689 -0.6721 0.7578
H 0.6150 2.2582 -1.4809
H -0.7424 2.9781 -0.8521
O -2.0343 -2.7904 0.8198
H -1.9801 -3.3789 1.5847
H -2.9831 -2.6979 0.6497
```

The gap between HOMO and LUMO comes out at 10.384 eV. The energy above the lowest of the compared OMol25 structures with the same formula, charge and spin is 10.29 kcal per mole.

***

Record 8
ORCA calculation (wB97M-V/def2-TZVPD) on a cluster of 2 separate species, C4H11NO2 in total.

```
18
C4H11NO2 (wB97M-V/def2-TZVPD)
C 1.2116 0.3694 -0.6161
C 0.8609 0.2720 0.7943
C -0.9677 -0.6664 0.6886
C -1.9044 0.2743 1.3983
N 2.0081 -0.6640 -1.2011
O -0.2313 0.1853 -1.2060
O -0.5017 0.9653 -2.4492
H -0.4390 0.2082 -3.0576
H 1.5435 1.3543 -0.9411
H 1.9036 -1.5616 -0.7458
H 2.9873 -0.4143 -1.2359
H 1.4283 -0.4250 1.4053
H 0.6238 1.2194 1.2663
H -0.5921 -1.4726 1.3112
H -1.4651 -1.1847 -0.1272
H -1.4864 0.6242 2.3433
H -2.1208 1.1449 0.7747
H -2.8588 -0.2288 1.5978
```

The gap between HOMO and LUMO comes out at 9.886 eV. The energy above the lowest of the compared OMol25 structures with the same formula, charge and spin is 147.06 kcal per mole.

***

Record 9
ORCA calculation (wB97M-V/def2-TZVPD) on a cluster of 2 separate species, C4H11NO2 in total.

```
18
C4H11NO2 (wB97M-V/def2-TZVPD)
C 1.4918 0.9786 0.6758
C 0.4565 1.8368 0.4003
C 0.4645 2.8072 -0.8177
O -0.7006 1.8282 1.1574
H 2.3672 0.8332 0.0309
H 1.5019 0.2913 1.5597
H 1.4793 3.0430 -1.0700
H 0.0184 2.3169 -1.6653
H -0.0709 3.7066 -0.5385
H -1.3301 2.3893 0.6891
N -0.2227 -1.8352 -0.8575
C -1.1213 -2.5982 -0.1013
O -0.3923 -3.2375 0.9663
H 0.2404 -1.1732 -0.2373
H 0.3896 -2.4538 -1.3211
H -1.8123 -1.9213 0.3787
H -1.6853 -3.2560 -0.8200
H -1.0739 -3.5559 1.5704
```

The gap between HOMO and LUMO comes out at 9.600 eV. The energy above the lowest of the compared OMol25 structures with the same formula, charge and spin is 47.47 kcal per mole.

***

Record 10
ORCA calculation (wB97M-V/def2-TZVPD) on a cluster of 3 separate species, C4H11NO2 in total.

```
18
C4H11NO2 (wB97M-V/def2-TZVPD)
C 1.8099 0.6850 0.1604
N 0.9118 -0.1799 0.2182
C 0.0851 -0.5308 -0.9149
C -0.8255 0.2658 -1.5263
C 0.4516 -1.8592 -1.3131
H 2.1302 1.1244 -0.7375
H 2.2554 1.0235 1.1413
H -0.5008 0.9498 -2.2922
H -1.8785 0.0768 -1.3516
H -0.0749 -2.8307 -0.8890
H 1.5085 -2.0506 -1.0257
H 0.3574 -2.0465 -2.4657
O -0.0945 -1.8059 2.5907
H -0.2924 -2.7862 2.3498
H 0.1913 -1.2933 1.8540
O -1.9350 3.3044 0.2712
H -1.9400 2.4371 0.7464
H -1.0296 3.3028 -0.1887
```

The gap between HOMO and LUMO comes out at 7.158 eV. The energy above the lowest of the compared OMol25 structures with the same formula, charge and spin is 132.75 kcal per mole.

***

Number 1: DFT total energy -7861.9939 eV. Number 2: DFT total energy -7862.2295 eV. Number 3: DFT total energy -7863.8844 eV. Number 4: DFT total energy -7854.3058 eV. Number 5: DFT total energy -9910.5158 eV. Number 6: DFT total energy -9908.5010 eV. Number 7: DFT total energy -9911.7958 eV. Number 8: DFT total energy -9905.8647 eV. Number 9: DFT total energy -9910.1832 eV. Number 10: DFT total energy -9906.4853 eV.